No. 1
Here is a molecular structure, C14H22N2O5PtS3 at a distorted geometry from the Open Molecules 2025 dataset. Energies are from ωB97M-V/def2-TZVPD.

Structure (XYZ):
```
47
Properties=species:S:1:pos:R:3:forces:R:3
C 1.9486 0.2504 -1.9741 0.231 0.119 0.562
C 0.6147 0.5685 -2.9044 0.886 -0.311 -0.917
C -0.2316 -0.8160 -3.3046 -1.529 1.823 -0.068
C -0.3371 1.7713 -2.3269 0.211 0.329 -0.530
C -0.8324 1.5853 -0.7744 0.387 -0.018 -0.341
C -2.4252 1.2289 -0.6302 -0.875 3.524 1.440
O -3.0213 2.6017 -0.5289 0.642 -1.204 0.733
O -3.1454 0.7120 -1.8248 0.450 -1.670 2.379
S -4.1593 -0.5778 -1.3581 -5.067 -2.212 -0.739
O -3.4616 -1.9294 -1.6412 -1.514 5.217 1.489
O -5.6621 -0.5200 -1.8182 7.057 0.237 1.537
O -4.3196 -0.0490 0.2844 2.242 -0.079 -2.376
C -3.0029 0.5191 0.7276 -0.487 -2.664 -0.025
C -2.2795 -0.8148 1.3462 -0.326 -0.348 1.363
C -0.9821 -0.4333 2.2735 0.468 -0.562 -1.087
C 0.3646 -1.1948 1.6389 -0.037 1.690 -0.878
S 1.0768 -2.4429 2.8712 2.099 1.562 -1.322
C 2.9736 -2.2813 2.7025 1.083 -1.188 -0.696
S 4.0353 -3.6221 2.7620 -2.660 3.493 -0.067
N 3.4527 -0.8324 2.4708 -1.081 1.389 1.748
C 2.9888 0.1949 3.4917 3.335 0.864 -5.251
C 3.6913 1.5341 2.8061 0.637 -2.611 -2.197
N 4.4591 1.2108 1.5105 -3.679 -3.950 4.453
C 4.2824 -0.2806 1.3319 -1.936 2.672 3.677
H 2.0400 -0.9052 -1.6892 -0.343 2.355 -0.532
H 1.9187 0.8865 -0.9653 0.057 -1.411 -2.137
H 2.9532 0.5298 -2.5177 -2.129 -0.505 0.965
H 1.0481 0.9587 -3.9451 -1.023 -0.884 2.268
H 0.4631 -1.7636 -3.1219 -0.036 0.087 -0.033
H -1.2255 -0.9344 -2.6780 1.967 0.232 -1.297
H -0.4950 -0.7939 -4.4655 0.599 -0.489 2.605
H -1.2261 1.9343 -3.1025 1.759 -0.422 1.959
H 0.2991 2.7738 -2.3809 -1.224 -2.243 0.104
H -0.1330 0.8347 -0.2115 -1.403 1.096 -1.148
H -0.6716 2.6417 -0.2426 -0.595 -2.486 -1.108
H -2.8041 2.9984 0.3664 -0.310 -0.792 -1.570
H -3.2560 1.2552 1.6016 0.589 -1.169 -1.960
H -2.0513 -1.6565 0.5376 -0.418 2.073 1.546
H -3.0782 -1.3131 2.0806 1.553 1.229 -1.797
H -1.0455 -0.7903 3.3884 -0.279 1.009 -2.178
H -0.8321 0.7408 2.1707 -0.020 -2.540 0.601
H 0.1253 -1.7330 0.6070 0.390 0.797 2.160
H 1.1089 -0.3193 1.3705 -1.027 -2.117 0.655
H 2.3213 0.0845 4.4463 1.575 -0.212 -2.042
H 3.5859 2.6402 3.2410 0.477 -2.713 -1.209
H 4.6305 -1.0305 0.5036 -0.530 1.868 1.704
Pt 0.2961 -3.4215 -2.1250 -0.167 1.136 -0.441
```
Positions in Å, forces in eV/Å.

Calculated values
**F_max**: 7.23 eV/Å
**Orbital gap**: 2.3 eV
**Calculated total energy**: -63807.2168 eV
**Charge**: +2

---

No. 2
Here is a single C14H22N2O5S2 molecule at a distorted geometry from the Open Molecules 2025 dataset. Energies are from ωB97M-V/def2-TZVPD.

Structure (XYZ):
```
45
Properties=species:S:1:pos:R:3:forces:R:3
C -3.7897 -3.3153 -1.1870 0.030 -0.091 -0.081
O -4.1323 -2.3397 -0.2372 -0.219 0.240 0.171
C -3.0209 -1.8597 0.4841 0.280 0.130 0.255
C -3.4854 -0.8621 1.5455 -0.173 -0.173 -0.411
C -4.5114 0.1475 1.0066 0.045 -0.248 0.702
N -4.1779 0.7560 -0.2547 0.484 0.792 -0.258
S -3.1404 2.0347 -0.3281 -0.211 -0.314 -0.330
O -3.4178 2.8856 0.7881 0.138 -0.255 0.253
O -3.2203 2.5525 -1.6601 0.171 -0.282 -0.076
C -1.4924 1.3366 -0.1202 -0.519 0.356 0.067
C -0.8573 1.4280 1.1030 -0.015 0.106 -0.006
C 0.3833 0.8289 1.2655 0.066 -0.069 0.080
C 0.9495 0.1565 0.1993 0.418 -0.206 0.213
S 2.5613 -0.6119 0.3721 -0.310 0.361 -0.184
O 2.5624 -1.8298 -0.3843 -0.003 0.113 -0.246
O 2.8819 -0.6716 1.7716 -0.076 0.228 -0.065
N 3.4880 0.5205 -0.4391 -0.566 -0.856 0.432
C 4.5339 0.0101 -1.3128 0.396 -0.443 -0.418
C 5.8304 0.2650 -0.5481 -0.139 0.103 -0.078
C 5.5512 1.6279 0.0849 -0.045 -0.129 -0.060
C 4.0487 1.5721 0.4030 -0.091 0.719 0.541
C 0.3231 0.0827 -1.0314 -0.196 -0.012 -0.114
C -0.9166 0.6798 -1.1929 0.213 -0.053 -0.127
H -4.7139 -3.6044 -1.6827 0.065 -0.064 -0.062
H -3.3393 -4.1941 -0.7101 -0.018 0.021 -0.023
H -3.0825 -2.9205 -1.9278 -0.022 -0.022 0.004
H -2.3061 -1.3789 -0.2057 -0.105 -0.109 0.083
H -2.4927 -2.6955 0.9687 -0.022 0.094 -0.085
H -3.9583 -1.4031 2.3654 0.039 0.010 0.095
H -2.6049 -0.3487 1.9329 -0.023 -0.066 0.079
H -5.4721 -0.3568 0.8818 0.064 0.153 0.020
H -4.6260 0.9707 1.7135 -0.187 -0.178 0.076
H -4.1253 0.1224 -1.0341 0.055 -0.021 -0.328
H -1.3409 1.9729 1.8989 0.020 0.025 0.149
H 0.9142 0.8598 2.2038 -0.004 0.052 0.144
H 4.5128 0.5804 -2.2476 0.023 -0.086 0.032
H 4.3381 -1.0395 -1.5226 0.123 0.080 -0.174
H 5.9543 -0.4940 0.2250 0.036 -0.059 -0.002
H 6.7060 0.2678 -1.1933 0.050 -0.048 0.001
H 6.1468 1.8081 0.9768 0.005 0.078 0.008
H 5.7523 2.4206 -0.6364 0.035 0.031 0.024
H 3.5452 2.5180 0.1854 0.085 -0.018 0.097
H 3.8703 1.3080 1.4476 0.107 0.212 -0.051
H 0.8107 -0.4515 -1.8310 -0.032 -0.029 -0.188
H -1.4397 0.6638 -2.1366 0.027 -0.070 -0.160
```
Positions in Å, forces in eV/Å.

Calculated values
**F_max**: 1.11 eV/Å
**Orbital gap**: 9.7 eV
**SMILES**: COCCCNS(=O)(=O)c1ccc(S(=O)(=O)N2CCCC2)cc1
**Calculated total energy**: -49761.8652 eV